Here is 5 unconnected molecules or ions with the total composition C12H37N3O5 at a distorted geometry from OMol25. Energies are from wB97M-V/def2-TZVPD.

The value obtained for the orbital gap (spin up / spin down) is 0.08122 / 0.33084 Ha. The relative energy (zero: lowest compared OMol25 entry of this formula, charge and spin) comes out at 0.9527 eV. The spin multiplicity is 2. As for the net charge: -1.

Structure (XYZ):
```
57
C12H37N3O5 | OMol25 | wB97M-V/def2-TZVPD
C -1.68 4.01 -0.18
C -2.71 2.98 0.24
C -3.04 1.95 -0.97
O -3.22 2.63 -2.16
C -3.57 1.72 -3.21
N -1.94 2.27 1.29
H -1.08 4.48 0.60
H -2.28 4.72 -0.75
H -0.99 3.65 -0.94
H -3.53 3.50 0.73
H -4.03 1.55 -0.77
H -2.20 1.27 -1.12
H -4.11 0.83 -2.87
H -2.64 1.30 -3.59
H -3.97 2.20 -4.11
H -1.19 1.88 0.73
H -2.31 1.37 1.55
C 3.10 1.45 3.76
C 4.18 0.91 2.80
C 3.68 0.28 1.48
O 2.66 -0.68 1.62
C 3.23 -1.94 1.84
N 5.01 2.09 2.53
H 2.46 0.59 3.97
H 2.42 2.21 3.38
H 3.37 1.81 4.75
H 4.69 0.10 3.32
H 4.47 0.08 0.75
H 3.12 1.09 1.02
H 2.44 -2.68 1.70
H 3.65 -1.95 2.84
H 3.86 -2.22 0.99
H 4.34 2.69 2.07
H 5.69 1.80 1.83
C -2.29 -3.34 -0.53
C -0.89 -3.37 -1.12
C -0.72 -2.46 -2.43
O 0.63 -2.53 -2.91
C 0.92 -1.51 -3.91
N -0.02 -2.83 -0.08
H -2.32 -4.18 0.16
H -3.07 -3.65 -1.23
H -2.49 -2.43 0.04
H -0.70 -4.40 -1.42
H -0.98 -1.49 -2.00
H -1.48 -2.66 -3.18
H 1.94 -1.52 -4.30
H 0.70 -0.52 -3.49
H 0.23 -1.64 -4.73
H 0.95 -2.84 -0.36
H 0.00 -3.29 0.82
O -0.20 -0.17 0.00
H 0.70 -0.10 0.29
H -0.42 -1.10 0.09
O -2.86 -0.26 1.83
H -3.37 -1.04 2.07
H -2.16 -0.59 1.27
```

***

Here is C4H10N2O in the gas phase at a distorted geometry from OMol25. Energies are from wB97M-V/def2-TZVPD.

Its SMILES is CN(C)C(=O)CN. The value obtained for the orbital gap is 0.36674 Ha. The relative energy (zero: lowest compared OMol25 entry of this formula, charge and spin) comes out at 1.7198 eV. The spin multiplicity is 1. As for the net charge: 0.

Structure (XYZ):
```
17
C4H10N2O | OMol25 | wB97M-V/def2-TZVPD
C -1.75 1.34 0.19
N -0.61 0.59 -0.34
C 0.65 1.21 -0.81
C -0.66 -0.74 -0.10
O -1.68 -1.29 0.32
C 0.59 -1.57 -0.04
N 1.68 -1.06 0.85
H -1.65 2.40 -0.05
H -2.63 0.84 -0.21
H -1.82 1.28 1.28
H 0.89 0.89 -1.82
H 1.40 0.83 -0.13
H 0.55 2.29 -0.89
H 0.48 -2.65 0.08
H 1.05 -1.51 -1.05
H 2.29 -1.87 0.97
H 1.22 -0.97 1.76
```

***

Here is 2 unconnected molecules or ions with the total composition C5H12Cl2Si at a distorted geometry from OMol25. Energies are from wB97M-V/def2-TZVPD.

The value obtained for the orbital gap (spin up / spin down) is 0.23637 / 0.27137 Ha. The relative energy (zero: lowest compared OMol25 entry of this formula, charge and spin) comes out at 1.1226 eV. The spin multiplicity is 3. As for the net charge: 0.

Structure (XYZ):
```
20
C5H12Cl2Si | OMol25 | wB97M-V/def2-TZVPD
C 0.37 -2.03 -0.72
C 0.36 -1.40 1.66
C -1.04 1.11 -1.85
C -0.20 1.97 1.01
C 0.05 -1.13 0.41
Si -0.91 0.54 -0.05
Cl 2.73 0.41 0.22
Cl -2.92 0.17 0.26
H 0.68 -1.52 -1.53
H -0.51 -2.62 -1.15
H 1.14 -2.78 -0.46
H 0.33 -0.54 2.34
H 2.37 -0.56 1.09
H 0.94 -2.28 1.82
H -0.03 1.57 -2.27
H -1.29 0.27 -2.38
H -1.69 1.96 -1.94
H -0.90 2.08 1.81
H 0.90 1.87 1.35
H -0.39 2.91 0.39
```

***

> What is the net charge in the third record?

0

***

> The lowest net charge belongs to which entry?

C12H37N3O5